[1]
Molecular formula: C46H89BrF3IN7O22S
Method: DFT, ωB97M-V with the def2-TZVPD basis set

Calculated values
Total charge: +1
E_tot: -7413.861255 a.u.
Frontier orbital gap: 8.60 eV

Last column: Mulliken charge in e.
Cartesian coordinates (Å):
N  -0.4554  5.3262  2.7322  -0.32
C  -1.5310  5.1282  2.0793  -0.22
N  -1.8755  6.0133  1.0094  -0.48
N  -2.3603  4.0267  2.3972  -0.09
C  -2.4501  3.0465  1.2958  -0.69
C  -2.4270  1.5779  1.8190  -1.05
C  -0.9087  1.2318  2.1210  -1.06
C  -0.4730  -0.1997  1.6711  -1.23
C  0.2840  -0.3621  0.3032  1.12
S  -0.2799  1.0852  -0.7638  -0.45
O  -0.4253  -1.3986  -0.4107  -0.10
C  0.2473  -2.2880  -1.2370  -0.45
Br  0.0415  -1.6774  -3.1235  0.02
C  -0.6989  -3.6049  -1.2232  -0.29
N  -1.8108  -3.5243  -2.2037  -0.59
C  1.6751  -2.7667  -0.7888  -0.57
C  2.5906  -3.1459  -1.9807  -1.81
C  3.3813  -2.1887  -2.8795  0.49
C  3.9444  -3.0157  -4.0977  -1.51
C  2.8875  -3.2253  -5.2078  -0.25
C  2.6724  -1.9692  -6.1111  -0.92
N  1.2586  -1.7163  -6.4583  -0.43
N  2.2204  -2.0369  0.4773  1.94
C  3.6911  -2.3704  0.5271  -0.24
C  4.6510  -2.2594  1.7368  -0.99
O  5.7297  -2.5848  1.4425  -0.43
I  4.6520  -1.7710  3.8106  0.16
C  1.6076  -2.7454  1.6065  0.72
F  1.7351  -2.2375  2.8377  -0.19
F  0.3086  -3.0454  1.5233  0.05
F  2.1614  -3.9781  1.8300  -0.36
C  1.8736  -0.5363  0.4005  2.37
C  2.4792  0.1703  -0.8459  -1.39
C  2.8131  1.6729  -0.9954  -2.21
N  2.1378  2.7466  -0.2492  -0.29
C  2.3020  0.3388  1.5945  -0.80
C  3.7449  0.7936  1.7502  -0.63
O  4.6723  0.6057  1.0480  -0.45
O  3.9778  1.5141  2.9081  -0.48
H  -0.3123  4.6123  3.4477  0.20
H  -1.2288  5.7877  0.2561  0.28
H  -1.7230  6.9750  1.2881  0.41
H  -2.0326  3.5836  3.2480  0.40
H  -1.6384  3.1963  0.5622  0.19
H  -3.4041  3.2100  0.7607  0.44
H  -2.8464  0.8701  1.0920  0.42
H  -3.0006  1.5904  2.7595  0.45
H  -0.8830  1.2098  3.2335  0.54
H  -0.2290  2.0532  1.8510  0.40
H  -1.4234  -0.7587  1.5765  0.72
H  0.0223  -0.6619  2.5386  0.20
H  -1.5955  0.8152  -0.9651  0.28
H  -1.1884  -3.7178  -0.2473  0.14
H  -0.1039  -4.4899  -1.5231  0.40
H  -1.5952  -4.1742  -2.9563  0.23
H  -2.6193  -3.9429  -1.7443  0.27
H  1.4647  -3.7927  -0.4237  0.07
H  1.9359  -3.7388  -2.6516  0.51
H  3.3090  -3.9366  -1.6781  0.79
H  4.2872  -1.7606  -2.4034  0.34
H  2.8513  -1.3379  -3.3293  0.21
H  4.7684  -2.4002  -4.5025  0.44
H  4.3912  -3.9664  -3.7525  0.47
H  1.9107  -3.5580  -4.8139  0.20
H  3.2603  -4.0412  -5.8542  0.45
H  3.0859  -1.0592  -5.6402  0.49
H  3.2159  -2.1454  -7.0568  0.23
H  0.9197  -0.8817  -5.9898  0.27
H  0.6662  -2.4936  -6.1812  0.25
H  4.2737  -1.9499  -0.3072  0.46
H  3.8258  -3.4407  0.2863  0.93
H  3.4749  -0.2623  -1.0689  -0.19
H  1.9156  -0.1625  -1.7366  0.82
H  3.8896  1.8927  -0.8745  0.59
H  2.6681  1.9243  -2.0658  0.49
H  2.7651  3.3441  0.2746  0.25
H  1.5812  3.3204  -0.8700  0.26
H  1.9904  0.0349  2.6081  0.37
H  1.7191  1.2837  1.5018  0.28
H  3.3203  2.2233  3.0014  0.39
C  1.6098  8.0623  3.0712  -1.17
C  0.8359  8.3949  1.8152  0.53
O  0.5700  9.8013  1.7379  -0.38
C  1.5864  10.5531  1.3040  0.76
O  2.6719  10.1532  0.9683  -0.55
O  1.1936  11.8283  1.3215  -0.35
C  2.2104  12.7595  0.9454  -0.64
H  1.0970  8.4528  3.9521  0.29
H  1.7252  6.9847  3.1791  0.27
H  2.6019  8.5155  3.0512  0.41
H  -0.1282  7.8982  1.8417  -0.45
H  1.3544  8.0487  0.9191  0.32
H  2.6536  12.4936  -0.0129  0.30
H  2.9757  12.8097  1.7196  0.29
H  1.7399  13.7354  0.8533  0.23
C  -2.4428  -7.6148  -8.9842  -1.11
C  -1.6715  -7.3202  -7.7146  -0.15
O  -0.3462  -6.8540  -8.0100  -0.39
C  -0.2531  -5.5687  -8.3537  0.73
O  -1.1620  -4.7796  -8.4195  -0.49
O  1.0252  -5.3007  -8.6269  -0.33
C  1.2499  -3.9654  -9.0921  -0.36
H  -1.8817  -8.2991  -9.6225  0.31
H  -3.4104  -8.0604  -8.7516  0.36
H  -2.6130  -6.7047  -9.5601  0.29
H  -1.5513  -8.2362  -7.1368  0.31
H  -2.1988  -6.6043  -7.0823  0.27
H  0.8208  -3.2312  -8.4136  0.00
H  0.8402  -3.8453  -10.0950  0.35
H  2.3254  -3.8075  -9.1368  0.18
C  -7.9961  5.7392  5.4311  -1.11
C  -7.0885  5.3891  6.5920  -0.16
O  -5.7793  5.0213  6.1328  -0.36
C  -4.9750  6.0399  5.8215  0.72
O  -5.2427  7.2096  5.9036  -0.55
O  -3.8157  5.5329  5.3837  -0.32
C  -2.8778  6.5167  4.9463  -0.63
H  -8.0119  4.9291  4.6997  0.29
H  -9.0130  5.9216  5.7796  0.36
H  -7.6446  6.6325  4.9138  0.31
H  -7.4830  4.5204  7.1182  0.29
H  -7.0276  6.2048  7.3132  0.32
H  -2.7156  7.2761  5.7098  0.46
H  -3.2232  6.9736  4.0180  0.27
H  -1.9344  6.0127  4.7561  0.12
C  -2.4889  3.1102  -7.1739  -1.04
C  -3.7103  2.4656  -7.7966  -0.18
O  -3.3370  1.4244  -8.7075  -0.38
C  -3.0182  0.2556  -8.1461  0.73
O  -3.0306  0.0071  -6.9652  -0.57
O  -2.6665  -0.5870  -9.1176  -0.35
C  -2.2314  -1.8680  -8.6530  -0.39
H  -1.7974  3.4472  -7.9481  0.29
H  -2.7760  3.9643  -6.5592  0.36
H  -1.9482  2.4003  -6.5464  0.26
H  -4.2562  3.2038  -8.3831  0.31
H  -4.3941  2.0850  -7.0369  0.29
H  -2.9664  -2.3166  -7.9872  0.31
H  -1.2672  -1.7747  -8.1519  0.13
H  -2.1120  -2.5121  -9.5195  0.25
C  -6.0163  -6.8153  1.4059  -1.10
C  -4.8754  -7.5796  2.0445  -0.16
O  -3.6219  -6.9061  1.8408  -0.37
C  -3.3826  -5.8822  2.6588  0.72
O  -4.0993  -5.4886  3.5396  -0.54
O  -2.1987  -5.3475  2.3182  -0.33
C  -1.8461  -4.1892  3.0726  -0.60
H  -5.8036  -6.6184  0.3534  0.28
H  -6.9456  -7.3801  1.4795  0.36
H  -6.1618  -5.8494  1.8908  0.31
H  -4.7773  -8.5564  1.5726  0.30
H  -5.0515  -7.7493  3.1070  0.32
H  -1.9030  -4.3792  4.1435  0.51
H  -2.4934  -3.3539  2.7985  0.28
H  -0.8239  -3.9346  2.8221  -0.05
C  4.1629  -4.1815  7.6005  -1.00
C  4.3317  -4.4938  9.0729  -0.28
O  5.5234  -3.8943  9.5936  -0.35
C  5.4302  -2.5940  9.8858  0.80
O  4.4485  -1.9065  9.7602  -0.56
O  6.6210  -2.1835  10.3263  -0.34
C  6.6895  -0.7856  10.6139  -0.63
H  5.0603  -4.4602  7.0443  0.30
H  3.3088  -4.7197  7.1872  0.37
H  4.0057  -3.1130  7.4424  0.27
H  4.4439  -5.5687  9.2103  0.30
H  3.4601  -4.1831  9.6500  0.32
H  5.8907  -0.4822  11.2886  0.30
H  6.6469  -0.2112  9.6885  0.28
H  7.6448  -0.5995  11.0986  0.23

=====

[2]
Molecular formula: C37H33NOP
Method: DFT, ωB97M-V with the def2-TZVPD basis set

Calculated values
Total charge: +1
E_tot: -1900.809907 a.u.
Frontier orbital gap: 5.55 eV

Last column: Mulliken charge in e.
Cartesian coordinates (Å):
C  3.8407  -0.3396  -3.2834  -1.05
N  2.6220  -0.8169  -2.6508  0.32
C  1.6309  -0.0317  -2.1533  -0.68
C  0.4993  -0.8361  -1.8454  0.91
C  -0.8344  -0.4073  -1.6919  -0.61
C  -1.8910  -0.9436  -2.4948  0.91
C  -1.6740  -1.8839  -3.5501  -0.20
C  -2.7268  -2.6074  -4.0927  -0.77
C  -4.0478  -2.2547  -3.7856  -0.56
C  -4.2902  -1.1571  -2.9458  -0.69
C  -3.2367  -0.5162  -2.3032  -0.39
C  0.9461  -2.2191  -2.0241  0.03
C  0.3012  -3.4441  -1.9317  -0.11
C  0.8718  -4.5508  -2.5753  -0.68
C  2.0915  -4.4425  -3.2656  -0.81
C  2.8188  -3.2444  -3.2427  -0.73
C  2.2354  -2.1607  -2.5967  -0.26
H  4.5578  -1.1625  -3.3275  0.37
H  3.6501  0.0108  -4.3088  0.35
H  4.2599  0.4894  -2.7015  0.36
H  1.6962  1.0553  -2.1564  0.61
H  -1.0114  0.4998  -1.1178  0.51
H  -0.6607  -2.0794  -3.9046  0.61
H  -2.5139  -3.4480  -4.7572  0.42
H  -4.8777  -2.8146  -4.2173  0.41
H  -5.3105  -0.8050  -2.7864  0.41
H  -3.4122  0.3282  -1.6310  0.44
H  -0.6262  -3.5094  -1.3654  0.60
H  0.3501  -5.5079  -2.5594  0.47
H  2.4731  -5.3000  -3.8200  0.40
H  3.7844  -3.1209  -3.7303  0.36
C  -3.1184  -1.6806  0.9805  -1.47
C  -1.7331  -1.0819  1.1110  0.72
C  -1.6897  0.3458  1.1622  -0.72
P  -0.4255  1.2673  1.9586  2.57
C  0.9704  0.2920  2.5533  -0.01
C  1.7199  -0.4143  1.6028  -0.06
C  2.7335  -1.2785  2.0063  -0.67
C  3.0443  -1.3994  3.3677  -0.74
C  2.3336  -0.6563  4.3152  -0.65
C  1.2880  0.1799  3.9168  -0.70
C  0.2286  2.3535  0.6705  0.03
C  1.6013  2.6145  0.5379  0.21
C  2.0530  3.4235  -0.5069  -0.93
C  1.1439  3.9763  -1.4141  -0.58
C  -0.2249  3.7336  -1.2685  -0.68
C  -0.6872  2.9376  -0.2187  -0.58
C  -0.8856  2.3467  3.3425  -0.11
C  -0.2131  3.5685  3.5331  -0.29
C  -0.4603  4.3386  4.6711  -0.77
C  -1.4007  3.9147  5.6156  -0.47
C  -2.1021  2.7215  5.4115  -0.63
C  -1.8590  1.9435  4.2764  -0.29
O  -0.7295  -1.8256  1.1087  -0.69
H  -3.4940  -1.9398  1.9803  0.39
H  -3.8229  -0.9872  0.5084  0.39
H  -3.0599  -2.5968  0.3846  0.29
H  -2.6224  0.8908  0.9869  0.48
H  1.4810  -0.2954  0.5431  0.21
H  3.2687  -1.8549  1.2509  0.49
H  3.8401  -2.0747  3.6845  0.39
H  2.5851  -0.7262  5.3743  0.41
H  0.7198  0.7486  4.6552  0.37
H  2.3179  2.1936  1.2456  0.48
H  3.1213  3.6188  -0.6076  0.46
H  1.5009  4.5993  -2.2357  0.41
H  -0.9437  4.1611  -1.9685  0.45
H  -1.7577  2.7636  -0.0930  0.41
H  0.5123  3.9104  2.7925  0.31
H  0.0886  5.2690  4.8208  0.41
H  -1.5870  4.5145  6.5080  0.39
H  -2.8375  2.3867  6.1440  0.40
H  -2.4137  1.0183  4.1088  0.41

=====

[3]
Molecular formula: C36H32Cl2N7O4S6Ta
Method: DFT, ωB97M-V with the def2-TZVPD basis set

Calculated values
E_tot: -5442.078301 a.u.
Frontier orbital gap: 5.82 eV

Last column: Mulliken charge in e.
Cartesian coordinates (Å):
Ta  0.7215  -1.0985  1.6910  -0.10
N  4.9749  -0.6146  0.4024  -0.29
C  3.9183  -1.0321  1.1185  0.33
S  2.9177  0.1712  1.9222  -0.38
N  3.7056  -2.3073  1.2618  -1.50
N  2.5874  -2.4818  2.0337  0.73
C  2.6369  -3.3617  2.9466  -0.42
C  1.6014  -3.3042  3.9677  0.58
C  1.5272  -4.2372  4.9844  -1.11
C  0.6201  -4.0368  6.0116  -0.19
C  -0.1603  -2.8973  5.9894  -1.19
C  -0.0427  -2.0224  4.9199  0.07
N  0.8100  -2.2152  3.9164  0.28
H  5.0532  0.3572  0.1660  0.25
H  5.5542  -1.2924  -0.0613  0.26
H  3.4998  -4.0120  3.0490  0.49
H  2.1790  -5.0999  4.9614  0.46
H  0.5353  -4.7518  6.8191  0.44
H  -0.8671  -2.6771  6.7763  0.41
H  -0.6658  -1.1443  4.8598  0.47
C  0.3570  3.7654  5.4672  -1.02
C  1.0710  3.6815  4.1255  -0.82
N  0.1462  3.4259  3.0244  0.25
C  -0.4254  4.5988  2.3545  -0.65
C  0.3708  4.9926  1.1193  -1.03
C  -0.1644  2.2040  2.6015  0.78
S  0.4619  0.8411  3.4647  -0.40
N  -1.0398  2.1309  1.5851  -0.29
C  -1.0258  1.1465  0.7419  -0.56
O  -0.0087  0.3518  0.5954  0.39
C  -2.1786  0.9443  -0.1601  1.10
C  -2.2231  -0.1651  -1.0022  1.13
C  -3.3555  -0.4022  -1.7647  -1.06
C  -4.4298  0.4734  -1.7096  -0.82
C  -4.3768  1.5932  -0.8894  -0.83
C  -3.2571  1.8254  -0.1115  -0.53
H  1.0699  3.9902  6.2609  0.40
H  -0.1286  2.8172  5.6978  0.25
H  -0.4012  4.5501  5.4586  0.32
H  1.8231  2.8958  4.1381  0.39
H  1.5781  4.6207  3.8993  0.48
H  -0.4317  5.4075  3.0862  0.46
H  -1.4555  4.3720  2.0894  0.35
H  1.4131  5.1911  1.3745  0.31
H  -0.0487  5.8948  0.6732  0.39
H  0.3423  4.1939  0.3786  0.22
H  -1.3827  -0.8480  -1.0528  -0.02
H  -3.3940  -1.2759  -2.3990  0.50
H  -5.3131  0.2810  -2.3054  0.45
H  -5.2151  2.2765  -0.8487  0.41
H  -3.2061  2.6796  0.5495  0.46
O  -5.3770  -4.3372  0.1737  -0.59
C  -4.3537  -3.8730  0.5940  0.62
S  -2.7513  -4.5785  0.2782  -0.12
C  -1.8324  -3.3421  1.1063  0.39
C  -2.5166  -2.3406  1.6660  0.02
S  -1.7277  -1.0368  2.5092  -0.47
S  -4.2590  -2.3697  1.5304  -0.12
S  -0.0947  -3.4442  1.1459  -0.34
Cl  2.9405  0.5525  -6.9176  -0.24
C  1.6175  1.5227  -6.3344  0.38
C  1.2730  2.6615  -7.0384  -0.59
C  0.2206  3.4413  -6.5934  -0.45
C  -0.4480  3.0932  -5.4309  -0.74
C  -0.0769  1.9637  -4.7211  0.94
Cl  -0.8290  1.6786  -3.1924  0.15
C  0.9475  1.1161  -5.1718  -1.14
N  1.3568  -0.0085  -4.4756  0.05
C  0.5190  -1.0902  -4.1436  0.25
C  -0.6629  -1.3236  -4.8425  -0.06
C  -1.4773  -2.3899  -4.5084  -0.88
C  -1.1227  -3.2438  -3.4739  -0.83
C  0.0667  -3.0279  -2.7968  -0.44
C  0.9050  -1.9671  -3.1248  0.37
C  2.1886  -1.7707  -2.3466  -1.65
C  1.9395  -0.8237  -1.1836  0.89
O  2.1967  0.3493  -1.2267  -0.69
O  1.4664  -1.4690  -0.1262  0.30
H  1.8257  2.9201  -7.9305  0.41
H  -0.0643  4.3306  -7.1387  0.37
H  -1.2440  3.7115  -5.0400  0.45
H  2.3257  -0.2464  -4.6155  0.46
H  -0.9364  -0.6610  -5.6542  0.48
H  -2.3938  -2.5550  -5.0617  0.41
H  -1.7595  -4.0751  -3.1993  0.41
H  0.3568  -3.6881  -1.9876  0.43
H  2.9835  -1.3438  -2.9531  0.53
H  2.5194  -2.7311  -1.9524  0.45

=====

| no. | molecular weight (g mol⁻¹) |
| --- | --- |
| 1 | 1388.11 |
| 2 | 538.65 |
| 3 | 1070.95 |